# 1
The following is a DFT calculation (wB97M-V/def2-TZVPD) of a structure of composition C4H8NO2 at a distorted geometry.

Values from the calculation:
⟨S²⟩: 0.758
Energy above the lowest of the compared OMol25 structures with the same formula, charge and spin (kcal/mol): 112.1
Spin multiplicity: 2
Max |F| (eV/Å): 1.6
LUMO (spin up / spin down) (eV): 7.3 / 6.8
Highest occupied orbital energy (spin up / spin down) (eV): 2.9581 / 1.3122
Frontier orbital gap (spin up / spin down) (eV): 4.39 / 5.54
E_tot (a.u.): -362.189925
Net charge: -2

Element x y z (Å)
C: 1.488 -1.322 1.546
C: 0.776 -0.360 0.593
N: -0.464 -0.658 0.198
C: -0.895 -0.049 -1.050
C: -1.642 1.328 -0.986
O: -2.174 1.682 -2.208
O: 1.804 0.494 0.010
H: 2.185 -0.770 2.173
H: 2.063 -2.051 0.942
H: 0.755 -1.876 2.142
H: 1.011 0.824 0.902
H: -0.074 0.107 -1.765
H: -1.604 -0.672 -1.626
H: -2.355 1.235 -0.131
H: -0.873 2.089 -0.738

Charge distribution, Mulliken scheme, values in e: C -1.12; C -0.54; N -0.51; C -0.32; C -0.45; O -0.99; O -0.28; H 0.33; H 0.18; H 0.44; H 0.33; H 0.20; H 0.39; H 0.19; H 0.14

# 2
The following is a DFT calculation (wB97M-V/def2-TZVPD) of the molecule C19H28N8O2.

Values from the calculation:
Energy above the lowest of the compared OMol25 structures with the same formula, charge and spin (kcal/mol): 15.3
Max |F| (eV/Å): 0.9
LUMO (eV): 0.6
Highest occupied orbital energy (eV): -9.2525
Frontier orbital gap (eV): 9.88
SMILES: Cc1cncc(C(=O)N[C@@H](C)CCNC(=O)[C@@H]2CCCN2Cc2nnn(C)n2)c1
E_tot (a.u.): -1329.358048
Net charge: 0

Element x y z (Å)
C: -2.928 2.953 -0.847
C: -2.738 1.682 -1.621
C: -3.785 1.113 -2.344
N: -3.708 -0.039 -3.001
C: -2.554 -0.696 -2.954
C: -1.437 -0.225 -2.275
C: -0.205 -1.077 -2.257
O: -0.275 -2.297 -2.346
N: 0.967 -0.421 -2.136
C: 2.249 -1.112 -2.050
C: 2.644 -1.692 -3.403
C: 3.306 -0.136 -1.540
C: 3.191 0.270 -0.078
N: 1.922 0.960 0.243
C: 1.995 1.862 1.321
O: 2.440 2.977 1.208
C: 1.381 1.390 2.638
C: 2.439 0.640 3.489
C: 1.863 -0.771 3.678
C: 0.368 -0.556 3.511
N: 0.317 0.417 2.427
C: -0.978 0.998 2.161
C: -1.902 0.025 1.501
N: -3.220 0.250 1.355
N: -3.686 -0.768 0.683
N: -2.670 -1.559 0.455
C: -2.799 -2.824 -0.246
N: -1.527 -1.115 0.946
C: -1.537 0.989 -1.609
H: -3.673 3.594 -1.317
H: -3.274 2.724 0.164
H: -1.995 3.513 -0.771
H: -4.743 1.621 -2.384
H: -2.497 -1.643 -3.479
H: 0.964 0.581 -2.044
H: 2.129 -1.935 -1.337
H: 3.562 -2.275 -3.313
H: 1.857 -2.343 -3.778
H: 2.813 -0.889 -4.123
H: 4.285 -0.601 -1.681
H: 3.292 0.762 -2.166
H: 3.308 -0.615 0.559
H: 4.007 0.956 0.154
H: 1.243 0.248 0.512
H: 1.034 2.287 3.164
H: 3.419 0.630 3.011
H: 2.557 1.146 4.446
H: 2.221 -1.443 2.897
H: 2.124 -1.203 4.642
H: -0.175 -1.460 3.236
H: -0.077 -0.150 4.434
H: -1.463 1.387 3.069
H: -0.850 1.852 1.489
H: -2.004 -2.899 -0.985
H: -2.731 -3.642 0.469
H: -3.773 -2.825 -0.725
H: -0.694 1.387 -1.051

Charge distribution, Mulliken scheme, values in e: C -1.66; C 0.38; C -0.44; N -0.66; C -0.50; C 0.83; C 0.04; O -0.77; N -0.13; C 0.55; C -1.63; C -1.37; C -0.42; N 0.16; C -0.39; O -0.63; C 0.45; C -0.84; C -0.61; C -0.85; N 0.38; C -0.96; C 0.56; N -0.42; N -0.75; N 0.88; C -0.68; N -0.54; C 0.06; H 0.49; H 0.28; H 0.35; H 0.37; H 0.49; H 0.34; H 0.36; H 0.41; H 0.43; H 0.35; H 0.37; H 0.34; H 0.17; H 0.58; H 0.11; H 0.43; H 0.31; H 0.36; H 0.23; H 0.41; H 0.37; H 0.39; H 0.38; H 0.37; H 0.22; H 0.27; H 0.34; H 0.45

# 3
The following is a DFT calculation (wB97M-V/def2-TZVPD) of a structure of composition C41H53BF6N6O12P2ReS at a distorted geometry.

Values from the calculation:
⟨S²⟩: 3.829
Energy above the lowest of the compared OMol25 structures with the same formula, charge and spin (kcal/mol): 148.7
Spin multiplicity: 4
Max |F| (eV/Å): 2.0
LUMO (spin up / spin down) (eV): -1.3 / -2.0
Highest occupied orbital energy (spin up / spin down) (eV): -6.6869 / -6.6869
Frontier orbital gap (spin up / spin down) (eV): 5.43 / 4.65
E_tot (a.u.): -4609.107405
Net charge: 0

Element x y z (Å)
Re: -0.890 -0.149 0.855
F: 0.364 -1.195 6.025
C: -0.610 -0.907 5.145
C: -0.164 -0.806 3.741
C: -1.268 -0.472 2.801
C: -2.591 -0.409 3.235
C: -2.886 -0.537 4.604
F: -4.155 -0.450 5.057
C: -1.891 -0.773 5.555
C: -3.560 -0.260 2.166
C: -4.947 -0.179 2.314
C: -5.756 -0.105 1.202
C: -5.179 -0.125 -0.065
C: -3.812 -0.197 -0.159
N: -3.004 -0.256 0.921
H: 0.341 -1.734 3.444
H: -2.151 -0.876 6.600
H: -5.378 -0.183 3.300
H: -6.830 -0.041 1.318
H: -5.775 -0.076 -0.966
H: -3.318 -0.215 -1.120
C: -2.351 5.293 -1.699
C: -2.222 3.921 -1.064
C: -3.363 3.010 -1.460
O: -0.981 3.287 -1.470
P: 0.020 2.651 -0.331
O: -0.999 2.040 0.645
C: 0.837 1.622 -1.716
P: -0.309 0.505 -2.567
O: -1.115 -0.213 -1.536
O: -1.256 1.185 -3.605
C: -0.789 1.749 -4.875
C: -1.008 3.247 -4.849
C: -1.559 1.055 -5.976
O: 0.735 -0.353 -3.365
C: 0.411 -1.671 -3.944
C: 1.191 -1.770 -5.234
C: 0.773 -2.746 -2.945
O: 0.690 4.014 0.157
C: 1.482 5.059 -0.480
C: 2.953 4.866 -0.176
C: 1.271 5.211 -1.977
H: -3.329 5.708 -1.449
H: -2.273 5.231 -2.787
H: -1.597 5.984 -1.325
H: -2.221 4.037 0.020
H: -3.336 2.816 -2.536
H: -4.320 3.464 -1.198
H: -3.271 2.064 -0.932
H: 2.477 0.331 -1.151
H: 1.541 2.152 -2.357
H: 0.275 1.527 -4.982
H: -2.075 3.473 -4.905
H: -0.509 3.703 -5.705
H: -0.612 3.679 -3.930
H: -2.629 1.224 -5.842
H: -1.371 -0.019 -5.978
H: -1.259 1.461 -6.943
H: -0.663 -1.689 -4.150
H: 2.258 -1.673 -5.025
H: 0.900 -0.988 -5.938
H: 1.013 -2.741 -5.697
H: 1.840 -2.718 -2.722
H: 0.522 -3.725 -3.355
H: 0.231 -2.605 -2.010
H: 1.140 5.963 0.023
H: 3.366 4.036 -0.754
H: 3.132 4.682 0.882
H: 3.492 5.770 -0.462
H: 1.595 4.317 -2.516
H: 1.882 6.048 -2.318
H: 0.239 5.406 -2.240
C: 0.574 3.197 4.487
C: 1.560 3.207 3.321
C: 2.377 1.896 3.102
C: 3.186 1.519 4.347
C: 4.014 0.246 4.176
C: 3.333 2.190 1.956
O: 4.425 2.687 2.117
N: 2.849 1.904 0.714
C: 1.523 1.470 0.479
O: 1.535 0.711 -0.825
N: 1.035 0.566 1.484
C: 1.404 0.804 2.707
O: 0.926 0.203 3.755
H: -0.019 4.112 4.457
H: 1.081 3.159 5.452
H: -0.119 2.357 4.433
H: 2.301 3.997 3.470
H: 1.017 3.442 2.405
H: 2.505 1.407 5.190
H: 3.846 2.362 4.550
H: 3.379 -0.627 4.013
H: 4.605 0.062 5.074
H: 4.703 0.328 3.335
H: 3.509 1.981 -0.045
F: 2.512 -1.887 -0.499
B: 3.815 -1.349 -0.528
F: 4.711 -2.160 -1.151
F: 4.188 -0.911 0.732
F: 3.669 -0.099 -1.385
O: 3.243 -8.019 1.455
S: 2.420 -9.080 0.910
O: 2.872 -9.552 -0.389
O: 2.152 -10.146 1.855
C: 0.808 -8.337 0.554
N: -0.176 -9.186 0.242
C: -1.350 -8.640 -0.033
C: -1.560 -7.268 -0.012
C: -0.466 -6.480 0.295
N: 0.718 -7.014 0.585
C: -0.530 -4.999 0.354
C: 0.467 -4.284 1.005
C: 0.363 -2.916 1.118
N: -0.673 -2.214 0.621
C: -1.601 -2.900 -0.077
C: -1.564 -4.266 -0.226
H: -2.155 -9.325 -0.277
H: -2.540 -6.853 -0.205
H: 1.321 -4.809 1.414
H: 1.143 -2.345 1.599
H: -2.395 -2.325 -0.527
H: -2.337 -4.747 -0.810

Results of the Mulliken charge analysis, in e, for atoms 1 through 99: Re 1.34; F -0.34; C -0.30; C 0.94; C -0.21; C 0.41; C 0.51; F -0.33; C -0.95; C 0.31; C -0.66; C -0.84; C -1.08; C -0.79; N 0.28; H -0.12; H 0.54; H 0.65; H 0.44; H 0.51; H 0.91; C -1.51; C 0.68; C -0.71; O 0.17; P 1.36; O -1.06; C 0.20; P -0.58; O 0.04; O -0.25; C 0.69; C -1.10; C -1.62; O -0.35; C 0.83; C -1.71; C -1.36; O -0.27; C 0.47; C -1.32; C -0.97; H 0.48; H 0.21; H 0.37; H 0.32; H 0.03; H 0.64; H -0.25; H 0.58; H 1.00; H 0.35; H 0.31; H 0.47; H 0.10; H 0.34; H 0.35; H 0.42; H 0.34; H 0.34; H 0.37; H 0.43; H 0.25; H 0.60; H 0.14; H 0.37; H 0.16; H 0.23; H 0.57; H 0.09; H 0.56; H 0.04; C -1.47; C -0.38; C 2.64; C -1.03; C -1.31; C -1.23; O -0.68; N 1.13; C -2.75; O 0.05; N 0.28; C -0.56; O -0.15; H 0.48; H 0.37; H 0.18; H 0.60; H -0.32; H 0.46; H 0.52; H 0.21; H 0.52; H 0.32; H 0.65; F 0.08; B -0.10; F -0.28

# 4
The following is a DFT calculation (wB97M-V/def2-TZVPD) of the molecule C4H5NO at a distorted geometry.

Values from the calculation:
Energy above the lowest of the compared OMol25 structures with the same formula, charge and spin (kcal/mol): 34.9
Max |F| (eV/Å): 1.8
LUMO (eV): 0.8
Highest occupied orbital energy (eV): -8.4088
Frontier orbital gap (eV): 9.26
SMILES: Oc1cc[nH]c1
E_tot (a.u.): -285.359048
Net charge: 0

Element x y z (Å)
O: -0.883 0.132 -2.036
C: -0.265 0.040 -0.831
C: -0.845 -0.417 0.406
C: 0.157 -0.405 1.312
N: 1.334 0.141 0.760
C: 1.031 0.380 -0.595
H: -1.793 -0.171 -1.944
H: -1.876 -0.689 0.587
H: 0.217 -0.696 2.352
H: 1.112 0.963 1.367
H: 1.768 0.756 -1.293

Charge distribution, Mulliken scheme, values in e: O -0.53; C 1.12; C -0.57; C -0.56; N -0.39; C -0.83; H 0.31; H 0.34; H 0.42; H 0.29; H 0.40

Copy entry 4 word for word.
The following is a DFT calculation (wB97M-V/def2-TZVPD) of the molecule C4H5NO at a distorted geometry.

Values from the calculation:
Energy above the lowest of the compared OMol25 structures with the same formula, charge and spin (kcal/mol): 34.9
Max |F| (eV/Å): 1.8
LUMO (eV): 0.8
Highest occupied orbital energy (eV): -8.4088
Frontier orbital gap (eV): 9.26
SMILES: Oc1cc[nH]c1
E_tot (a.u.): -285.359048
Net charge: 0

Element x y z (Å)
O: -0.883 0.132 -2.036
C: -0.265 0.040 -0.831
C: -0.845 -0.417 0.406
C: 0.157 -0.405 1.312
N: 1.334 0.141 0.760
C: 1.031 0.380 -0.595
H: -1.793 -0.171 -1.944
H: -1.876 -0.689 0.587
H: 0.217 -0.696 2.352
H: 1.112 0.963 1.367
H: 1.768 0.756 -1.293

Charge distribution, Mulliken scheme, values in e: O -0.53; C 1.12; C -0.57; C -0.56; N -0.39; C -0.83; H 0.31; H 0.34; H 0.42; H 0.29; H 0.40

Question: The lowest E_tot belongs to which entry?
Answer: C41H53BF6N6O12P2ReS